6 unconnected molecules or ions with the total composition C46H60F40N2O8 in a non-equilibrium geometry. Source: the Open Molecules 2025 dataset; level of theory: wB97M-V/def2-TZVPD.

* HOMO energy: -9.1374 eV
* SMILES: [H]/N=C\C[C@]1(CCCCCCCCCCCCC)OC(=O)[C@@H](O)[C@H]1CNC.FC(F)C(F)(F)COC(F)(F)C(F)F.FC(F)C(F)(F)COC(F)(F)C(F)F.FC(F)C(F)(F)COC(F)(F)C(F)F.FC(F)C(F)(F)COC(F)(F)C(F)F.FC(F)C(F)(F)COC(F)(F)C(F)F
* maximum force: 4.2 eV/A

Each line ends with the Mulliken charge.
Positions of all 156 atoms, in Å:
1 F -2.64712 -3.31200 3.39065  -0.33
2 F 6.61065 -2.76250 3.20825  -0.27
3 F 2.15682 -10.14496 -2.10341  -0.32
4 F 1.57615 -0.84842 -2.96839  -0.33
5 F -0.21663 -7.58334 -1.93012  -0.20
6 F 4.93719 -5.51632 -0.41413  -0.21
7 F 5.85664 -3.35280 1.23873  -0.19
8 F -7.23452 7.27104 -5.05030  -0.27
9 F -4.39155 3.28605 -4.89024  -0.27
10 F -5.36263 5.09768 -5.64880  -0.25
11 F 4.20784 1.24764 -3.91857  -0.26
12 F 1.67340 -3.76637 -2.42687  -0.20
13 F 1.51993 -5.58034 -1.21259  -0.23
14 F -9.30653 6.48831 -6.57244  -0.26
15 F 1.04865 -5.88597 -3.98169  -0.31
16 F -6.73939 -4.83611 1.18742  -0.27
17 F -5.19107 -2.78369 0.37010  -0.30
18 F -8.10074 4.75610 -6.00563  -0.22
19 F -5.24276 3.85789 -2.37508  -0.30
20 F 2.42492 -8.26318 -1.05584  -0.24
21 F 6.30216 -0.36914 -2.95498  -0.19
22 F 2.53920 1.57144 -2.54428  -0.14
23 F -4.84439 -4.88493 2.28340  -0.21
24 F -6.89780 -2.15121 1.55166  -0.31
25 F -6.84384 3.49575 -3.79495  -0.32
26 F 5.35752 -0.66195 -5.64232  -0.30
27 F -1.42812 -1.59074 2.78837  -0.72
28 F 3.04179 -5.03621 -4.31464  -0.24
29 F 5.49110 -7.59228 -0.85221  -0.36
30 F 5.88229 -5.17661 4.22184  -0.30
31 F 7.68706 -4.97644 -0.10381  -0.22
32 F -0.73080 -3.86203 1.59371  -0.25
33 F 7.05398 -5.80155 -2.02544  -0.23
34 F -9.20267 7.47586 -4.10411  -0.33
35 F 3.59073 -0.83378 -2.10526  -0.23
36 F -2.70142 -4.06665 0.67126  -0.29
37 F -0.00715 -9.36003 -0.66662  -0.26
38 F 7.80318 -0.74293 -4.50416  -0.28
39 F 7.40190 -5.28694 2.67611  -0.30
40 F 6.22147 -2.65309 -5.60170  -0.30
41 O -1.63956 1.57794 2.79342  -0.73
42 O -6.39786 5.58312 -3.07667  -0.35
43 O 4.58876 -2.22205 -4.20693  -0.33
44 O 5.27853 -5.91006 2.24791  -0.36
45 O -4.92269 -2.07829 2.49458  -0.47
46 O 2.13702 -8.30489 -3.29224  -0.42
47 O -1.63165 1.97188 -0.43516  -0.70
48 O -1.27166 3.73520 0.93643  0.07
49 N -2.56962 5.45808 -1.89554  -0.72
50 N -4.63758 3.04736 4.40609  -0.47
51 C 2.28761 -5.78672 -3.45552  0.95
52 C 3.23101 5.06813 2.14087  -1.20
53 C 5.67734 -1.68214 -4.82893  0.81
54 C 2.39324 0.49267 4.06837  -1.10
55 C 0.31004 0.22888 2.53504  2.14
56 C 2.95391 0.86013 -3.61854  -0.03
57 C 6.76740 -1.28467 -3.82490  0.25
58 C 1.14425 -0.13355 1.29665  -0.36
59 C -2.41833 -2.44562 2.38441  1.06
60 C 2.89441 -0.62355 -3.24404  1.11
61 C 0.97906 -0.05572 3.88939  -1.07
62 C -4.96729 1.64099 4.17919  -0.74
63 C 0.75997 5.56158 2.53437  -0.62
64 C -5.98932 -4.19912 2.11310  0.21
65 C -3.65116 -1.55841 2.15432  -0.45
66 C -5.69892 -2.77830 1.61249  0.80
67 C 7.20996 -6.07800 -0.70824  0.05
68 C 5.75555 -6.88114 1.33908  -0.98
69 C 1.54156 2.36994 0.67420  1.64
70 C 2.05095 4.99132 3.13361  -0.27
71 C -2.36154 4.46185 1.59622  1.30
72 C -0.51705 5.10040 3.23539  -0.11
73 C 6.10147 -5.02983 2.89642  0.75
74 C -1.79123 2.52080 0.61254  -0.03
75 C -2.40216 5.66318 -0.65599  -0.23
76 C 3.56927 3.72270 1.48267  -0.62
77 C 0.26501 -8.83895 -1.88342  0.14
78 C -3.32369 3.42536 3.88727  -1.44
79 C 1.78552 -8.84275 -2.08674  0.82
80 C -8.24411 6.58004 -4.48639  0.89
81 C -7.77079 5.91020 -3.18691  -0.75
82 C 5.84547 -6.47961 -0.14053  1.07
83 C -4.82527 4.52153 -4.55741  0.35
84 C 2.08324 0.94014 0.72569  0.07
85 C 2.65612 3.37098 0.28006  -1.23
86 C 2.24756 -4.96845 -2.16473  0.48
87 C -1.82303 -3.18281 1.18015  0.22
88 C -8.93411 5.70380 -5.53713  0.08
89 C -1.76233 5.56537 2.45350  -1.81
90 C -3.22465 5.06513 0.45703  -1.31
91 C 2.96640 -7.16332 -3.40517  -0.69
92 C 3.28690 -1.66739 -4.29807  -0.99
93 C -2.57637 2.05522 1.84179  0.64
94 C -3.19170 3.35727 2.34675  0.23
95 C -5.88937 4.37645 -3.46004  0.72
96 C 5.74632 -3.57431 2.56354  0.24
97 H -3.64447 -1.12563 1.15212  0.45
98 H 3.25762 -4.78919 -1.79165  -0.05
99 H -3.32699 4.79178 -2.05142  0.17
100 H 0.71789 2.44396 -0.04618  0.19
101 H -3.10478 4.42824 4.25243  0.47
102 H -9.82491 5.22980 -5.11602  0.29
103 H -5.19987 1.39813 3.13148  0.26
104 H 1.88036 3.95771 3.45231  -0.13
105 H -5.84461 1.37199 4.77320  0.38
106 H 2.39562 1.58126 4.18385  0.05
107 H 2.19483 4.28632 -0.10658  0.63
108 H -0.21532 -9.44143 -2.65649  0.25
109 H 0.97148 -1.14016 4.04942  0.44
110 H -5.33675 3.61742 3.94042  0.28
111 H -8.41169 5.07038 -2.91618  0.33
112 H -7.91386 6.67532 -2.42542  0.39
113 H 2.31164 5.55336 4.03777  0.63
114 H -3.83752 5.86538 0.89226  0.54
115 H 3.06572 0.20380 3.25853  0.18
116 H -3.27646 1.27581 1.52684  0.09
117 H 0.47911 -0.49579 0.50707  0.31
118 H 0.81119 6.65435 2.56254  0.51
119 H 4.72597 -3.35599 2.88412  0.22
120 H -3.52006 -0.73039 2.85141  0.01
121 H 3.24901 2.93581 -0.52752  0.36
122 H -6.53213 -4.15693 3.05917  0.22
123 H 2.29448 1.07454 -4.46338  0.27
124 H 2.29574 0.66015 -0.30926  -0.67
125 H 3.05510 -1.33242 -5.30985  0.30
126 H 3.05072 0.94328 1.23466  0.46
127 H 7.92682 -6.89620 -0.60162  0.28
128 H 3.77710 -7.17817 -2.67612  0.18
129 H -0.55126 5.53112 4.24206  0.60
130 H 0.34982 0.37420 4.67767  0.32
131 H 3.42381 -7.27054 -4.38781  0.44
132 H 2.95681 5.77447 1.34924  0.44
133 H 4.62284 3.68040 1.19674  0.46
134 H 0.70813 5.22495 1.49150  -0.05
135 H 1.15966 2.68861 1.65192  -1.17
136 H -2.54737 5.93107 3.11948  0.45
137 H -4.13897 1.01388 4.51750  0.20
138 H -3.98888 5.12454 -4.19655  0.27
139 H -0.03100 1.26919 2.51347  0.05
140 H 4.12372 5.44208 2.64956  0.40
141 H 4.98746 -7.65351 1.36059  0.47
142 H -0.52507 4.00851 3.30776  -0.33
143 H 7.10877 -2.16561 -3.27772  0.18
144 H -2.58763 2.75203 4.32908  0.40
145 H 1.75739 -1.00175 1.57871  0.39
146 H -4.21237 3.42623 1.95346  0.83
147 H 6.68124 -7.34516 1.68151  0.32
148 H 2.63915 -2.51459 -4.09628  0.35
149 H -1.52547 -2.47368 0.40245  0.24
150 H -0.59808 -0.38841 2.51148  0.04
151 H -1.49344 6.40871 1.81001  0.62
152 H -1.04035 0.94078 2.38663  -1.34
153 H -1.59796 6.34655 -0.37426  0.41
154 H 2.82734 0.08636 4.98959  0.55
155 H -3.91100 4.32133 0.03820  0.43
156 H 3.43336 2.94022 2.24135  0.20



A molecular structure, C46H61BrN4PPbSe2Si in a non-equilibrium geometry. Source: the Open Molecules 2025 dataset; level of theory: wB97M-V/def2-TZVPD.

* HOMO energy: -9.6054 eV
* energy above the lowest of the compared OMol25 structures with the same formula, charge and spin: 114.02 kJ/mol
* maximum force: 1.1 eV/A
* net charge: +1

Each line ends with the Mulliken charge.
Positions of all 117 atoms, in Å:
1 Pb 0.92015 0.18496 -1.17610  0.67
2 Br -1.53111 -1.25914 -0.88715  -0.23
3 Se 2.68695 -3.57205 0.23569  -0.19
4 Se -0.38563 2.29472 -0.13554  -0.38
5 P 3.96049 -0.51519 -0.82840  0.33
6 Si -3.97003 -0.86035 -0.89476  -1.29
7 N 0.18170 -4.24086 1.49378  0.41
8 N 3.91587 -0.09928 0.85943  0.31
9 N 1.60216 -0.27340 1.21437  1.00
10 N 1.69561 -3.57318 2.89512  0.33
11 C -4.12584 1.99120 -0.98827  -2.04
12 C 4.19753 2.40280 -3.63990  -0.84
13 C 4.18301 1.19210 -2.97192  -0.75
14 C 2.84643 -0.24164 1.70372  -0.23
15 C 0.57426 -0.37871 2.07819  0.03
16 C 0.71790 -0.42097 3.43905  -0.43
17 C -5.72245 -0.47483 1.24679  -1.66
18 C 2.01599 5.62975 0.62563  -1.07
19 C 3.89635 2.34042 -0.87589  0.46
20 C 0.70410 4.54907 -1.56755  0.63
21 C 7.28874 -2.77156 -1.45711  -0.75
22 C 2.56251 7.73737 -0.64383  -1.79
23 C 0.56263 -3.81985 3.65554  0.30
24 C 1.33058 5.78400 -1.64588  -0.79
25 C -0.98370 -4.03587 5.42756  -0.61
26 C 0.71246 3.86257 -0.34317  1.31
27 C 1.39889 4.38451 0.75566  0.66
28 C 8.05646 -0.62581 -0.68007  -0.75
29 C 3.90628 3.55716 -1.55056  -0.72
30 C -0.46396 -4.72940 0.29506  -1.08
31 C -4.44981 -2.47381 -1.79736  2.66
32 C -4.23112 -0.78731 0.98330  2.78
33 C -4.23283 0.74091 -1.87206  2.91
34 C 8.32618 -1.91890 -1.11599  -0.48
35 C -1.95986 -4.45927 4.52131  -0.74
36 C 0.29988 -3.71254 5.00945  -0.90
37 C 2.01533 -0.36453 3.95363  -1.13
38 C -3.21832 0.90253 -3.01623  -1.44
39 C 1.52504 3.67582 2.08044  -1.49
40 C -5.95706 -2.69984 -1.55093  -1.78
41 C 5.69758 -1.04100 -0.93455  0.42
42 C 1.97094 6.35699 -0.55132  0.67
43 C 5.97379 -2.33512 -1.36304  -0.39
44 C -3.89401 -2.13733 1.63687  -2.39
45 C -3.38528 0.30253 1.66561  -1.61
46 C 4.04867 1.15093 -1.57880  -0.59
47 C -4.18536 -2.36471 -3.30826  -2.03
48 C 1.46822 -3.82287 1.58191  -0.57
49 C -1.68509 -4.57784 3.16616  -0.44
50 C -3.70370 -3.73215 -1.32870  -1.90
51 C 4.06206 3.58963 -2.92498  -0.47
52 C -5.67144 0.71358 -2.43728  -1.92
53 C -0.40620 -4.24641 2.75506  0.55
54 C 6.74704 -0.18527 -0.59538  -0.26
55 C 0.02140 3.99848 -2.78895  -1.58
56 C 3.07854 -0.29354 3.09291  -0.88
57 H -2.89733 -2.49298 1.37256  0.26
58 H 8.86855 0.03796 -0.41560  0.42
59 H 3.13552 7.86385 -1.56288  0.37
60 H -6.42081 0.64146 -1.64532  0.39
61 H -4.50042 -3.29839 -3.78175  0.60
62 H -3.92564 -3.99736 -0.29798  0.28
63 H 1.06274 -3.40193 5.71006  0.48
64 H -1.23275 -3.96166 6.47658  0.42
65 H 0.83026 2.84311 2.16671  0.10
66 H -6.25817 -3.62491 -2.04994  0.51
67 H -3.92509 -2.01937 2.72351  0.74
68 H -4.61911 -2.90746 1.37349  0.38
69 H 3.21571 7.94713 0.20182  0.38
70 H 4.09628 -0.25976 3.45807  0.54
71 H 3.78165 4.47777 -0.99792  0.71
72 H -3.12321 -2.22993 -3.51769  0.31
73 H 0.21816 -4.58666 -0.53923  0.25
74 H 6.54007 0.83328 -0.28466  0.37
75 H -5.84705 1.65387 -2.96631  0.55
76 H -3.22703 0.07576 -3.72145  0.21
77 H -3.46620 1.81424 -3.56725  0.58
78 H -0.15025 -0.48873 4.07724  0.61
79 H 4.07200 4.53895 -3.44409  0.43
80 H -0.69391 -5.78987 0.40244  0.35
81 H -6.02363 0.48649 0.82969  0.35
82 H -2.43613 -4.92110 2.46750  0.45
83 H -3.14774 2.09415 -0.52716  0.23
84 H -4.73290 -1.55909 -3.78705  0.36
85 H 0.41180 3.01084 -3.04817  0.16
86 H -2.94777 -4.70542 4.88415  0.45
87 H 9.35050 -2.25737 -1.19502  0.39
88 H 2.59398 -3.26070 3.22304  0.36
89 H -5.88725 -0.42858 2.32679  0.49
90 H 4.32060 2.42603 -4.71435  0.44
91 H -6.38947 -1.23717 0.84805  0.34
92 H 1.33940 4.36663 2.90274  0.49
93 H 3.76810 2.32172 0.19990  0.43
94 H -0.40883 -0.41736 1.63147  -0.34
95 H 1.30364 6.32569 -2.58538  0.40
96 H 5.15980 -3.00414 -1.61489  0.37
97 H -4.88889 2.01358 -0.21168  0.24
98 H 7.50089 -3.77672 -1.79489  0.42
99 H 2.53070 6.04471 1.48588  0.39
100 H -1.05113 3.88232 -2.62283  0.29
101 H 2.53814 3.28255 2.20481  0.23
102 H -2.20685 1.01687 -2.62812  0.07
103 H -4.28315 2.86887 -1.62193  0.63
104 H 4.81100 -0.12606 1.33020  0.33
105 H 0.17505 4.65842 -3.64080  0.46
106 H -4.02220 -4.56601 -1.96015  0.61
107 H -1.38012 -4.17165 0.11932  0.21
108 H -6.18609 -2.81782 -0.49260  0.37
109 H -2.35145 0.31543 1.32901  -0.09
110 H -6.57577 -1.89388 -1.94612  0.30
111 H -3.38680 0.11665 2.74336  0.64
112 H 1.77137 8.48923 -0.64814  0.39
113 H 4.28920 0.26633 -3.52892  0.44
114 H 2.18533 -0.38353 5.02257  0.53
115 H -5.84926 -0.09317 -3.14226  0.32
116 H -3.78762 1.29729 1.50659  0.42
117 H -2.62936 -3.62991 -1.43727  0.35